Entry 1:
{"formula": "C5H8O2", "method": "ωB97M-V/def2-TZVPD", "homo_lumo_gap_ev": [9.769, 9.770], "molar_mass_g_mol": 100.12, "e_above_lowest_kcal_mol": 81.4, "energy_ev": -9406.30300, "symbols": ["C", "C", "C", "C", "C", "O", "O", "H", "H", "H", "H", "H", "H", "H", "H"], "coordinates": [[0.867, 0.266, -1.319], [0.099, -0.234, -0.023], [0.887, 0.104, 1.248], [-1.108, 0.559, -0.239], [-1.934, -1.158, 0.582], [-2.724, -1.975, 0.870], [-0.350, -1.540, -0.040], [0.403, -0.138, -2.226], [0.951, 1.365, -1.433], [1.869, -0.126, -1.208], [0.277, -0.087, 2.139], [1.774, -0.536, 1.312], [1.208, 1.153, 1.262], [-1.050, 1.634, 0.010], [-1.614, 0.353, -1.178]], "forces_ev_per_a": [[0.43, -0.64, 0.18], [0.29, 0.86, -0.64], [-0.06, 0.00, -0.10], [-1.46, -0.65, 1.08], [1.27, -0.43, -1.06], [1.66, 1.93, -0.53], [-1.63, 0.06, 0.69], [0.12, -0.03, 0.25], [-0.20, -0.57, 0.38], [0.37, -0.04, -0.35], [0.03, 0.02, -0.21], [-0.16, 0.11, -0.07], [-0.03, -0.18, -0.03], [-0.71, -0.55, 0.38], [0.08, 0.10, 0.04]], "nbo_charge": [-0.6155, 0.1608, -0.6283, -0.2563, 0.7235, -0.5087, -0.6163, 0.2250, 0.2129, 0.2262, 0.2188, 0.2259, 0.2046, 0.2136, 0.2139]}

=====

Entry 2:
{"formula": "C5H8O2", "method": "ωB97M-V/def2-TZVPD", "smiles": "C#C[C@H](O)CCO", "homo_lumo_gap_ev": 10.604, "molar_mass_g_mol": 100.12, "e_above_lowest_kcal_mol": 55.5, "energy_ev": -9407.42429, "symbols": ["C", "C", "C", "O", "C", "C", "O", "H", "H", "H", "H", "H", "H", "H", "H"], "coordinates": [[1.272, -0.698, -2.230], [0.893, 0.011, -1.333], [0.465, 0.896, -0.234], [1.320, 0.750, 0.902], [-0.968, 0.615, 0.227], [-1.200, -0.810, 0.727], [-0.468, -1.119, 1.889], [1.597, -1.331, -3.027], [0.518, 1.934, -0.594], [2.236, 0.795, 0.600], [-1.203, 1.327, 1.027], [-1.639, 0.820, -0.616], [-2.259, -0.924, 0.984], [-0.984, -1.520, -0.089], [0.418, -0.746, 1.767]], "forces_ev_per_a": [[-0.17, 0.28, 0.36], [0.17, -0.29, -0.40], [-0.18, 0.06, -0.18], [0.29, 0.03, -0.06], [-0.03, 0.02, 0.03], [-0.27, 0.06, -0.32], [0.23, 0.01, 0.06], [-0.05, 0.11, 0.15], [-0.01, -0.16, 0.03], [-0.13, -0.02, 0.07], [0.04, -0.08, -0.09], [0.09, -0.04, 0.12], [0.14, 0.01, -0.07], [0.03, 0.09, 0.16], [-0.13, -0.09, 0.14]], "nbo_charge": [-0.2240, -0.0473, 0.0208, -0.7216, -0.4309, -0.0641, -0.7283, 0.2431, 0.1973, 0.4842, 0.2221, 0.2211, 0.1803, 0.1609, 0.4865]}

=====

Entry 3:
{"formula": "C5H8O2", "method": "ωB97M-V/def2-TZVPD", "homo_lumo_gap_ev": [5.596, 5.593], "molar_mass_g_mol": 100.12, "e_above_lowest_kcal_mol": 186.5, "energy_ev": -9401.74383, "symbols": ["C", "C", "C", "O", "O", "C", "C", "H", "H", "H", "H", "H", "H", "H", "H"], "coordinates": [[-0.052, -0.045, -0.041], [-1.198, 0.878, 0.241], [-0.090, -1.453, 0.483], [0.954, 0.262, -0.942], [-0.651, -0.576, -2.169], [1.423, 0.766, 0.258], [2.236, 1.333, 0.974], [-0.771, -0.855, -3.086], [-0.944, 1.907, -0.005], [-1.516, 0.796, 1.281], [-2.025, 0.571, -0.397], [-1.005, -1.931, 0.140], [0.761, -2.021, 0.113], [-0.087, -1.450, 1.574], [2.964, 1.817, 1.576]], "forces_ev_per_a": [[-0.67, -1.27, -1.13], [0.17, 0.22, -0.38], [0.24, 0.20, 0.08], [-1.20, 0.43, 1.67], [0.36, 0.21, -0.35], [2.03, 0.81, 0.21], [-0.74, -0.57, -0.65], [-0.43, -0.22, 0.38], [-0.01, -0.02, 0.04], [0.21, -0.01, 0.03], [0.13, -0.08, -0.09], [0.02, 0.14, -0.05], [-0.04, 0.07, -0.04], [0.01, 0.05, 0.03], [-0.08, 0.04, 0.26]], "nbo_charge": [0.6354, -0.7020, -0.6930, -0.3350, -1.1493, 0.1353, -0.1109, 0.4425, 0.2416, 0.2294, 0.3021, 0.2799, 0.2491, 0.2240, 0.2510]}

=====

Entry 4:
{"formula": "C5H8O2", "method": "ωB97M-V/def2-TZVPD", "homo_lumo_gap_ev": 9.617, "molar_mass_g_mol": 100.12, "e_above_lowest_kcal_mol": 90.2, "energy_ev": -9405.91970, "symbols": ["O", "C", "C", "C", "C", "O", "C", "H", "H", "H", "H", "H", "H", "H", "H"], "coordinates": [[-2.674, -0.242, 0.632], [-1.703, -0.916, 0.077], [-0.847, -0.023, -0.791], [0.548, 0.070, -0.189], [1.673, -0.644, -0.794], [1.491, 0.754, -1.001], [0.554, 0.418, 1.279], [-2.691, 0.713, 0.375], [0.008, -0.347, 1.839], [-1.246, 1.008, -0.907], [-0.789, -0.474, -1.789], [2.529, -0.912, -0.176], [1.514, -1.270, -1.672], [0.062, 1.384, 1.448], [1.573, 0.481, 1.670]], "forces_ev_per_a": [[0.08, -0.02, -0.15], [-0.12, 0.43, -0.09], [-0.01, -0.08, -0.09], [-0.12, -0.08, 0.19], [0.08, -0.28, 0.01], [0.04, 0.21, -0.08], [0.11, 0.07, 0.03], [0.03, -0.24, 0.04], [0.07, 0.07, -0.01], [0.00, -0.15, 0.11], [0.03, 0.05, 0.14], [-0.14, 0.04, -0.08], [-0.01, 0.10, 0.13], [0.05, -0.12, -0.04], [-0.11, 0.00, -0.11]], "nbo_charge": [-0.6311, 0.3115, -0.5856, 0.2204, -0.0999, -0.4911, -0.6384, 0.4510, 0.2288, 0.1763, 0.2515, 0.1839, 0.1841, 0.2115, 0.2273]}

=====

Entry 5:
{"formula": "C5H8O2", "method": "ωB97M-V/def2-TZVPD", "homo_lumo_gap_ev": 8.210, "molar_mass_g_mol": 100.12, "e_above_lowest_kcal_mol": 130.6, "energy_ev": -9404.16704, "symbols": ["O", "C", "C", "C", "C", "O", "C", "H", "H", "H", "H", "H", "H", "H", "H"], "coordinates": [[-0.676, -0.408, 1.982], [0.590, -0.283, 1.388], [0.348, 0.084, -0.068], [-0.380, 1.289, -0.537], [-1.055, 0.571, -1.582], [-1.826, 0.803, -2.489], [-0.402, -0.761, -1.105], [-0.571, -0.865, 2.825], [1.196, 0.505, 1.859], [1.159, -1.221, 1.420], [1.700, -0.049, -0.467], [-0.387, 2.300, -0.143], [1.192, 0.792, -0.666], [-1.109, -1.435, -0.612], [0.222, -1.322, -1.805]], "forces_ev_per_a": [[-0.04, -0.12, 0.21], [0.41, 0.05, -0.23], [-0.01, 0.01, 0.07], [-0.05, 0.26, -0.17], [0.15, 0.05, -0.03], [0.19, -0.06, 0.34], [0.10, -0.20, -0.06], [-0.07, 0.09, -0.15], [-0.11, -0.09, -0.02], [-0.07, 0.04, 0.08], [-0.39, 0.08, 0.06], [0.01, -0.17, -0.06], [-0.15, -0.11, 0.03], [0.12, 0.13, -0.01], [-0.08, 0.03, -0.06]], "nbo_charge": [-0.6973, -0.0763, -0.1429, -0.5354, 0.5313, -0.5960, -0.5063, 0.4800, 0.1719, 0.1712, 0.1108, 0.2276, 0.4003, 0.2466, 0.2145]}

=====

Entry 6:
{"formula": "C5H8O2", "method": "ωB97M-V/def2-TZVPD", "homo_lumo_gap_ev": 10.205, "molar_mass_g_mol": 100.12, "e_above_lowest_kcal_mol": 78.0, "energy_ev": -9406.45135, "symbols": ["C", "C", "C", "C", "O", "C", "O", "H", "H", "H", "H", "H", "H", "H", "H"], "coordinates": [[-0.155, 1.323, -0.368], [-0.256, -0.074, 0.166], [-0.932, -1.208, -0.526], [-1.348, -0.822, 0.876], [1.053, -0.331, 0.761], [2.088, 0.282, 0.217], [2.301, 0.584, -0.953], [-0.844, 1.544, -1.166], [0.995, 1.131, -1.133], [-0.412, 2.028, 0.475], [-1.592, -0.947, -1.350], [-0.386, -2.137, -0.649], [-2.300, -0.322, 1.033], [-1.071, -1.518, 1.669], [2.861, 0.468, 0.948]], "forces_ev_per_a": [[0.25, -0.27, -1.37], [0.13, 0.09, -0.47], [0.09, -0.16, -0.21], [0.02, 0.24, 0.05], [0.28, 0.40, -0.13], [1.40, -1.10, -0.41], [0.31, -0.67, 0.89], [-0.79, -0.21, -0.12], [-3.54, 1.69, 2.34], [1.20, -0.22, -0.96], [0.18, -0.03, 0.14], [-0.07, 0.06, 0.05], [0.17, -0.03, -0.11], [0.08, 0.33, -0.20], [0.30, -0.11, 0.51]], "nbo_charge": [-0.7830, 0.2289, -0.4388, -0.4312, -0.4831, 0.6943, -0.5971, 0.2174, 0.3393, 0.2207, 0.2233, 0.2255, 0.2227, 0.2288, 0.1323]}

=====

Entry 7:
{"formula": "C5H8O2", "method": "ωB97M-V/def2-TZVPD", "smiles": "C[C@H]1O[C@H]2C[C@]21O", "homo_lumo_gap_ev": 9.676, "molar_mass_g_mol": 100.12, "e_above_lowest_kcal_mol": 62.2, "energy_ev": -9407.13607, "symbols": ["C", "C", "O", "C", "C", "C", "O", "H", "H", "H", "H", "H", "H", "H", "H"], "coordinates": [[-1.883, -0.248, -0.116], [-0.707, 0.678, 0.059], [-0.239, 0.677, 1.426], [1.103, 0.429, 1.011], [1.173, -0.912, 0.258], [0.666, 0.296, -0.445], [1.060, 0.757, -1.679], [-1.683, -1.211, 0.362], [-2.768, 0.177, 0.365], [-2.106, -0.413, -1.173], [-0.929, 1.698, -0.285], [1.845, 0.774, 1.732], [2.145, -1.242, -0.128], [0.540, -1.723, 0.608], [1.812, 0.246, -1.994]], "forces_ev_per_a": [[-0.08, -0.06, -0.05], [-0.27, -0.03, -0.18], [0.05, -0.03, 0.13], [0.28, -0.51, 0.16], [-0.06, -0.05, 0.29], [-0.09, 0.09, 0.16], [0.18, 0.07, -0.04], [0.01, 0.09, -0.12], [0.06, -0.02, -0.06], [0.01, 0.06, 0.03], [-0.03, -0.10, 0.24], [0.14, 0.17, -0.77], [-0.11, 0.31, 0.48], [-0.08, 0.03, -0.27], [-0.02, -0.02, 0.00]], "nbo_charge": [-0.6331, 0.0877, -0.5152, 0.0421, -0.4865, 0.2188, -0.6741, 0.2130, 0.2210, 0.2175, 0.1876, 0.2120, 0.2152, 0.2151, 0.4787]}

=====

Entry 8:
{"formula": "C5H8O2", "method": "ωB97M-V/def2-TZVPD", "homo_lumo_gap_ev": [7.243, 8.361], "molar_mass_g_mol": 100.12, "e_above_lowest_kcal_mol": 115.4, "energy_ev": -9404.82706, "symbols": ["O", "C", "C", "C", "C", "O", "C", "H", "H", "H", "H", "H", "H", "H", "H"], "coordinates": [[1.579, 0.042, 1.480], [1.512, 0.301, 0.154], [0.119, 0.532, -0.318], [-0.902, 1.064, 0.652], [-2.131, 0.254, 0.332], [-3.226, 0.416, 0.789], [-0.195, -0.917, -0.643], [2.504, -0.038, 1.747], [2.366, 0.793, -0.309], [0.949, -1.201, -0.694], [0.165, 1.096, -1.250], [-0.599, 0.839, 1.685], [-1.135, 2.136, 0.614], [-0.579, -1.491, 0.201], [-0.688, -1.123, -1.595]], "forces_ev_per_a": [[0.56, -0.23, 0.87], [0.72, 2.18, 0.20], [0.75, -0.22, -0.51], [-0.04, 0.04, 0.23], [-2.87, 1.26, 1.46], [1.42, -0.41, -0.70], [2.44, -1.43, -0.82], [-0.24, -0.07, 0.01], [-0.05, 0.00, 0.10], [-2.07, -1.03, -0.70], [-0.13, 0.13, 0.06], [-0.17, -0.08, -0.20], [0.04, -0.23, -0.15], [-0.15, 0.09, -0.16], [-0.20, -0.01, 0.31]], "nbo_charge": [-0.6947, 0.0969, -0.3204, -0.5603, 0.5369, -0.4865, -0.6149, 0.4884, 0.1606, 0.2188, 0.2201, 0.2625, 0.2441, 0.2219, 0.2266]}

=====

Entry 9:
{"formula": "C5H8O2", "method": "ωB97M-V/def2-TZVPD", "smiles": "C#C[C@](C)(O)CO", "homo_lumo_gap_ev": 11.137, "molar_mass_g_mol": 100.12, "e_above_lowest_kcal_mol": 52.7, "energy_ev": -9407.54512, "symbols": ["C", "C", "C", "C", "O", "C", "O", "H", "H", "H", "H", "H", "H", "H", "H"], "coordinates": [[2.366, 0.307, -0.534], [1.244, -0.101, -0.361], [-0.213, -0.347, -0.197], [-0.520, -1.544, 0.695], [-0.807, -0.610, -1.454], [-0.801, 0.941, 0.416], [-0.332, 2.104, -0.222], [3.369, 0.636, -0.702], [-1.600, -1.596, 0.874], [-0.005, -1.453, 1.656], [-0.209, -2.474, 0.212], [-0.670, 0.175, -2.003], [-0.603, 0.950, 1.499], [-1.882, 0.916, 0.252], [0.632, 2.110, -0.115]], "forces_ev_per_a": [[-0.43, -0.28, 0.09], [0.48, 0.20, -0.06], [0.12, -0.05, 0.23], [0.01, -0.05, 0.07], [0.06, 0.18, -0.21], [-0.20, -0.15, 0.17], [0.13, 0.10, 0.02], [-0.16, -0.12, 0.05], [0.17, 0.04, -0.05], [-0.07, -0.01, -0.15], [0.00, 0.18, 0.03], [-0.06, -0.11, 0.03], [0.03, 0.06, -0.18], [0.10, -0.08, 0.09], [-0.18, 0.08, -0.11]], "nbo_charge": [-0.2569, -0.0252, 0.1378, -0.6073, -0.6963, -0.0701, -0.7171, 0.2452, 0.2208, 0.2176, 0.2309, 0.4791, 0.1657, 0.1971, 0.4787]}

=====

Entry 10:
{"formula": "C5H8O2", "method": "ωB97M-V/def2-TZVPD", "smiles": "C[C@@]1(O)CCC1=O", "homo_lumo_gap_ev": 10.121, "molar_mass_g_mol": 100.12, "e_above_lowest_kcal_mol": 23.8, "energy_ev": -9408.80130, "symbols": ["C", "C", "O", "C", "C", "C", "O", "H", "H", "H", "H", "H", "H", "H", "H"], "coordinates": [[1.302, -0.898, -0.675], [-0.086, -0.398, -0.312], [-1.101, -1.136, -0.963], [-0.490, -0.202, 1.174], [-0.686, 1.324, 0.965], [-0.214, 1.138, -0.474], [0.064, 1.883, -1.373], [1.445, -1.940, -0.375], [1.427, -0.823, -1.763], [2.085, -0.280, -0.223], [-0.870, -1.198, -1.899], [-1.411, -0.743, 1.399], [0.278, -0.469, 1.904], [-1.722, 1.671, 1.032], [-0.055, 1.994, 1.555]], "forces_ev_per_a": [[0.04, -0.02, -0.01], [0.20, 0.00, 0.11], [0.02, 0.00, -0.26], [0.02, -0.15, 0.10], [0.00, 0.14, 0.03], [0.05, 0.33, -0.28], [-0.19, -0.29, 0.29], [-0.08, 0.13, 0.01], [0.01, -0.02, 0.17], [-0.13, -0.10, 0.01], [-0.09, 0.02, 0.08], [0.16, 0.07, 0.00], [-0.07, 0.04, -0.16], [0.13, -0.06, -0.02], [-0.08, -0.09, -0.09]], "nbo_charge": [-0.6335, 0.1418, -0.6993, -0.4163, -0.5334, 0.5950, -0.5100, 0.2226, 0.2171, 0.2207, 0.4737, 0.2315, 0.2139, 0.2419, 0.2343]}

=====

Entry 11:
{"formula": "C5H8O2", "method": "ωB97M-V/def2-TZVPD", "homo_lumo_gap_ev": 10.314, "molar_mass_g_mol": 100.12, "e_above_lowest_kcal_mol": 72.0, "energy_ev": -9406.70910, "symbols": ["O", "C", "C", "C", "C", "C", "O", "H", "H", "H", "H", "H", "H", "H", "H"], "coordinates": [[2.036, -1.028, -0.306], [0.984, -0.419, 0.400], [0.630, 1.018, -0.069], [-0.806, 0.750, -0.614], [-1.439, 0.149, 0.621], [-0.338, -1.022, 0.069], [-0.673, -0.545, -1.235], [1.764, -0.983, -1.235], [1.188, -0.530, 1.469], [0.635, 1.744, 0.749], [1.331, 1.329, -0.843], [-1.227, 1.516, -1.274], [-1.446, 0.799, 1.515], [-2.039, -0.727, 0.641], [-0.445, -2.124, 0.092]], "forces_ev_per_a": [[0.20, 0.11, -0.34], [0.02, 0.20, 0.19], [0.18, 0.22, -0.13], [-0.01, 0.19, -0.17], [1.56, -1.18, 0.36], [0.13, 0.07, 0.56], [0.36, 0.00, -0.27], [0.22, -0.14, 0.04], [0.17, 0.18, -0.20], [0.00, -0.01, -0.20], [-0.05, 0.14, -0.03], [-0.13, -0.20, 0.22], [0.39, -0.99, -0.06], [-2.86, 0.74, -0.57], [-0.19, 0.66, 0.58]], "nbo_charge": [-0.7045, 0.0511, -0.4567, 0.0699, -0.4708, 0.0895, -0.5290, 0.4675, 0.1884, 0.2151, 0.2205, 0.1986, 0.2087, 0.2424, 0.2093]}

=====

Entry 12:
{"formula": "C5H8O2", "method": "ωB97M-V/def2-TZVPD", "smiles": "CC(O)=C=O.C=C", "homo_lumo_gap_ev": 9.343, "molar_mass_g_mol": 100.12, "e_above_lowest_kcal_mol": 59.6, "energy_ev": -9407.24907, "symbols": ["C", "C", "O", "C", "O", "H", "H", "H", "H", "C", "C", "H", "H", "H", "H"], "coordinates": [[-1.916, -0.094, -1.252], [-1.116, -0.722, -0.151], [-1.186, -0.182, 1.124], [-0.358, -1.791, -0.328], [0.327, -2.732, -0.482], [-2.965, -0.010, -0.945], [-1.549, 0.915, -1.479], [-1.874, -0.688, -2.171], [-0.438, 0.435, 1.211], [1.688, 1.224, 1.264], [1.943, 0.430, 0.226], [1.461, 2.280, 1.132], [1.724, 0.855, 2.286], [1.928, 0.801, -0.796], [2.188, -0.623, 0.354]], "forces_ev_per_a": [[-0.04, 0.02, -0.04], [0.08, -0.27, -0.27], [0.13, 0.15, 0.05], [0.34, -0.46, -0.07], [-0.56, 0.71, 0.11], [0.13, -0.03, -0.04], [-0.04, -0.13, 0.05], [0.02, 0.07, 0.14], [-0.11, -0.10, 0.06], [0.10, -0.07, -0.14], [-0.05, 0.10, 0.14], [0.03, -0.15, 0.00], [0.00, 0.03, -0.15], [-0.01, -0.03, 0.16], [-0.04, 0.17, 0.01]], "nbo_charge": [-0.6296, -0.0180, -0.6870, 0.6525, -0.4617, 0.2233, 0.2105, 0.2227, 0.4879, -0.4435, -0.3689, 0.2022, 0.2050, 0.2000, 0.2046]}